Molecular formula: C18H71CrN2O20
Method: DFT, ωB97M-V with the def2-TZVPD basis set

```
112
Properties=species:S:1:pos:R:3:lowdin_charge:R:1
H -2.87 -1.44 -3.85 -0.0211
O 4.63 -2.02 0.23 -0.0350
O 1.24 2.30 5.87 -0.0345
H 3.85 -1.72 -0.23 -0.0208
H -1.62 2.40 6.98 0.0589
H -5.45 0.43 4.38 -0.0023
C 4.03 0.87 -1.44 -0.0132
H 1.08 -4.56 -2.66 0.0658
H -3.29 1.11 0.35 -0.0083
H -3.87 -4.27 3.34 0.0353
O -1.71 3.64 -1.52 -0.0490
O -3.95 -3.59 4.00 -0.0289
O -0.29 1.02 -0.85 -0.1273
C -2.09 -1.01 2.70 -0.1775
H -2.20 -2.42 -0.93 0.1038
O 0.56 -4.31 -1.90 -0.0380
C 2.56 -0.66 -3.84 -0.4110
H -3.44 -1.23 0.97 0.1223
H -1.94 4.55 -1.32 0.0965
O -2.23 -1.40 -4.56 -0.0376
H -1.41 3.01 2.65 0.0910
H -2.71 -0.66 -1.34 0.0460
H 0.11 -2.77 0.04 0.0678
H 1.61 -4.40 1.69 -0.0017
O -4.55 4.24 0.15 -0.0434
H 1.97 1.94 5.36 0.0432
H -4.21 1.33 6.39 0.0471
H 3.70 -2.36 -4.11 0.1244
H -0.92 1.97 5.71 -0.0013
H 4.64 -2.97 0.10 0.0223
H -1.84 0.90 3.61 0.1228
H -3.48 0.49 -1.02 -0.0050
C -1.29 -1.01 0.25 -0.3502
H 2.04 -0.69 -5.93 0.0827
H -1.22 -1.37 -1.94 0.0760
H 0.32 -1.86 1.52 0.0721
H -0.22 -3.89 -2.27 0.0548
O 0.66 4.54 3.60 -0.0294
O 1.53 1.52 -3.27 -0.2447
C -2.44 -1.51 1.31 -0.0900
H 0.99 3.10 5.40 0.0072
H -4.99 -2.38 -3.28 0.0676
C 5.08 -0.92 -3.56 -0.1558
C 3.85 -1.30 -4.32 -0.1614
C 5.16 0.63 -3.52 -0.1634
H 5.30 -1.38 -2.59 0.1089
H 3.41 3.47 -2.71 0.0473
H -2.30 2.83 1.33 0.0777
H 1.53 3.56 -0.56 0.0940
H -4.68 4.78 0.93 0.0411
H 5.13 3.13 -2.71 0.0918
O 1.01 3.60 -1.36 -0.0595
O -1.63 1.44 -3.57 -0.3410
C 3.98 1.28 -2.89 -0.5045
H 1.64 -2.46 -3.08 0.0548
H 0.22 -4.56 2.26 0.0212
C -1.29 2.58 1.66 -0.0387
O -1.79 2.15 6.07 -0.0424
N 2.75 0.85 -3.66 -0.0172
H 3.41 -3.63 -0.82 0.0153
H -2.37 -2.59 1.47 0.1174
C -0.87 1.08 1.62 -0.4289
H 4.10 3.07 -4.19 0.0918
H 4.06 -1.16 -5.38 0.1298
C 4.17 2.82 -3.13 -0.0145
H -2.93 0.77 2.14 0.0978
O -1.23 -3.07 6.12 -0.0443
O -5.68 0.31 3.45 -0.0496
C 1.56 -0.95 -4.99 -0.0345
H 6.12 0.93 -3.10 0.1301
H 3.62 -0.13 -1.31 0.0406
H -4.83 0.26 3.00 -0.0154
H -2.03 0.55 -3.67 -0.0355
H 0.71 0.67 3.14 0.0920
H 5.20 1.05 -4.52 0.1265
H 0.66 -0.33 -5.05 0.0717
C 0.13 -1.76 0.46 0.0132
C 0.63 1.05 2.12 0.0333
H -3.77 2.03 5.12 0.0082
C -1.97 0.54 2.59 -0.1079
N -1.00 0.47 0.32 0.0153
H 0.01 5.08 3.16 0.0469
H -2.92 -1.20 3.39 0.1001
O 2.71 -3.95 -0.25 -0.0429
H -4.59 -2.01 -1.86 0.0454
H -1.69 -0.63 -4.36 -0.0198
H -3.19 -3.03 3.87 -0.0206
C -1.93 -1.38 -1.11 -0.0360
H 0.99 -1.18 0.13 0.0658
O -3.84 1.16 -0.43 -0.0075
H 3.35 1.39 -0.77 0.0776
H 5.94 -1.13 -4.20 0.1174
H -2.47 3.13 -1.24 0.0457
O -4.55 1.70 5.57 -0.0475
H -5.29 3.63 0.14 0.0426
H -0.53 3.16 1.14 0.0727
H -0.94 -3.16 5.21 0.0063
H 1.24 -1.98 -5.13 0.0894
H -1.10 -3.94 6.50 0.0413
H 1.13 -1.11 -2.12 0.0624
H 1.93 -3.93 -0.80 -0.0223
H 1.07 2.04 2.20 0.0604
C 1.99 -1.54 -2.62 -0.0122
H -1.25 -1.48 3.20 0.1144
H 2.81 -1.82 -1.96 0.0418
H 0.68 3.73 3.10 -0.0179
H 1.35 4.37 -1.82 0.0897
H 5.06 0.91 -1.09 0.1093
O 1.13 -4.44 2.52 -0.0427
O -4.48 -1.74 -2.78 -0.0315
H 1.30 0.47 1.49 0.0759
Cr -0.27 2.39 -2.56 1.0535
```

Computed properties:
Charge = +1
2S+1 = 5
Strongest force on any atom = 0.1024 Eh/bohr
Electronic energy = -3386.7093 Eh

Molecular formula: C18H72N36O18
Method: DFT, ωB97M-V with the def2-TZVPD basis set

```
144
Properties=species:S:1:pos:R:3:lowdin_charge:R:1
H -0.27 4.62 -3.94 0.0843
C 3.24 3.24 3.24 -0.5967
N 4.75 -0.14 0.48 0.1844
H -0.10 4.54 2.07 0.0728
H -4.18 -2.12 1.69 0.1059
H -0.04 -8.52 2.99 0.1048
H 1.56 0.42 -4.65 0.0448
H 0.10 0.83 -3.93 0.1271
C 0.77 0.30 4.73 -0.6744
H 3.18 1.42 -1.84 0.0658
O 1.25 6.36 -2.01 -0.0175
N 1.59 -0.04 3.73 0.1856
N 2.97 5.35 -3.14 0.1551
H 5.28 3.60 3.27 0.1220
O 3.26 2.94 4.41 0.0065
H 3.91 1.27 -5.78 0.1256
N -3.16 3.27 -0.48 0.1761
C 1.70 -4.07 2.83 -0.6494
H 3.36 6.24 -3.59 0.1532
O -1.01 -2.28 0.91 -0.0667
N -2.66 1.40 4.43 0.1573
O 2.20 1.67 -0.28 -0.0809
H -2.05 0.68 4.88 0.0844
H 2.95 -5.60 3.48 0.0776
H -3.11 -2.69 -1.51 0.0575
O 1.63 -5.79 -1.67 -0.0402
N -5.27 0.76 0.87 0.1630
N -3.35 -2.33 1.10 0.1889
H -5.66 1.57 0.47 0.0687
N 4.13 0.87 -4.87 0.1544
H 2.34 -3.26 -3.51 0.0557
H -2.99 -0.86 -1.42 0.0617
C 1.47 -7.50 2.13 -0.6310
H -1.55 3.66 -4.73 0.1037
H 1.87 3.31 -2.52 0.0594
H -2.44 6.32 -1.99 0.0945
H -2.40 7.17 0.12 0.1315
C 1.03 -1.05 -3.47 -0.6244
H 2.14 1.73 5.27 0.0582
H 0.45 -2.49 -2.31 0.0707
O 2.23 -3.91 1.75 -0.0310
H 3.94 0.04 -2.50 0.0760
C -2.07 -1.96 1.49 -0.6296
H -0.83 1.19 0.43 0.0527
N 1.47 1.04 5.67 0.1708
H 5.46 -2.41 1.26 0.0948
H 2.75 -2.88 -1.26 0.0719
N -6.68 1.19 2.65 0.1476
H 0.08 -2.95 2.31 0.0775
H -3.60 -2.92 -4.89 0.1132
O -3.42 -0.68 -4.04 0.0152
H -0.81 -1.34 -2.42 0.0869
N 0.24 -8.13 2.09 0.1367
H 0.65 4.00 -1.46 0.0743
O -2.51 1.09 -0.48 -0.0342
N -3.17 -1.72 -1.97 0.1375
H 5.39 -0.15 1.30 0.1277
H -6.82 1.21 3.65 0.1095
N 1.23 -0.38 -0.07 0.2201
H -4.20 2.51 3.02 0.0814
H -0.69 6.85 -0.36 0.0898
N -3.51 -2.91 -3.89 0.1753
H -3.12 3.83 2.55 0.0380
H -4.27 0.57 0.63 0.0775
N -2.10 -1.23 2.57 0.1993
C 3.77 1.62 -3.82 -0.6640
N 2.03 -3.61 -1.09 0.1582
C 1.92 -4.62 -1.97 -0.6471
N 5.19 -2.41 0.28 0.1692
C -5.62 0.45 2.22 -0.6396
C -2.19 5.10 -3.54 -0.7016
N 0.78 0.09 -4.18 0.1896
H 4.69 0.73 -0.03 0.0906
O 2.22 -7.61 3.11 -0.0166
N -0.84 -4.84 -0.40 0.2041
H 0.43 -1.03 0.07 0.0950
H 1.30 2.99 3.05 0.0731
N 0.08 1.60 0.62 0.1817
H -0.88 -3.94 0.01 0.0463
H 1.67 -5.19 4.55 0.1017
H -0.56 -6.52 -2.15 0.0671
N 4.50 3.41 2.60 0.1298
N 2.39 -4.26 -3.23 0.1604
C -2.97 2.03 -1.09 -0.7112
O -0.28 -0.28 4.93 0.0030
H -0.42 -7.53 1.61 0.0889
H -2.61 3.49 0.40 0.0947
H 0.03 -5.37 -0.47 0.0567
O 3.93 -1.27 -1.23 -0.0163
H -3.76 2.72 -2.83 0.0695
H 0.72 5.56 0.95 0.1037
N 2.07 3.32 2.46 0.1718
H 2.22 -4.89 -3.99 0.0912
C -1.39 5.78 1.22 -0.6673
O 2.19 -1.52 -3.59 -0.0515
H -2.99 -0.82 2.96 0.0972
H 1.29 -6.93 0.10 0.0717
N -3.26 2.84 2.69 0.1302
N 1.23 4.08 -2.29 0.1421
H 0.93 1.53 6.30 0.0702
N -0.16 5.10 1.19 0.1455
H -3.35 -3.61 -3.26 0.0315
C 1.23 0.93 0.07 -0.5721
N -1.48 -6.14 -2.14 0.1747
H 3.27 4.43 -3.44 0.0341
C -3.33 -1.67 -3.37 -0.6879
N -1.24 4.50 -4.28 0.1632
H 2.07 3.02 1.50 0.0456
O -2.29 5.54 2.02 0.0021
H 1.38 -0.93 3.30 0.0876
H 1.93 -0.65 -0.75 0.0690
H -3.17 1.04 -2.78 0.1054
H -0.73 6.17 -2.52 0.0592
H 1.90 -3.81 -0.04 0.0855
N 0.54 -3.44 3.11 0.1788
H -3.40 -3.04 0.42 0.0484
H 4.39 -0.13 -4.71 0.1321
H -2.08 -6.32 -2.92 0.0966
N 0.10 -1.65 -2.73 0.2211
N 1.74 -6.76 0.99 0.1582
O -2.84 -4.38 -1.32 -0.0569
C 4.50 -1.28 -0.18 -0.6491
H 2.62 -6.26 1.03 0.0940
N -3.37 1.97 -2.33 0.2171
C -1.77 -5.05 -1.31 -0.5812
H 2.53 0.31 3.74 0.0994
H -7.08 1.82 1.94 0.1212
C -2.18 2.30 3.50 -0.6007
H -3.63 1.18 4.32 0.0648
O -3.35 4.70 -3.62 -0.0169
H 0.19 2.54 0.39 0.0212
O 3.35 2.80 -4.05 -0.0711
H 4.44 3.99 1.79 0.0745
C 1.85 5.36 -2.36 -0.6467
O -1.08 2.78 3.39 0.0330
H -3.42 3.99 -1.13 0.0674
H -1.28 -0.87 3.07 0.0844
N 3.78 1.07 -2.61 0.1794
N 2.30 -4.89 3.80 0.1562
N -1.47 6.75 0.31 0.1562
H 0.34 -3.28 4.07 0.0940
O -5.13 -0.46 2.90 -0.0098
H 4.77 -3.29 0.01 0.0921
N -1.74 6.10 -2.73 0.1578
```

Computed properties:
Charge = 0
Energy above the lowest of the compared OMol25 structures with the same formula, charge and spin = 4.3 kcal per mole
Strongest force on any atom = 0.0810 Eh/bohr
Electronic energy = -4055.4933 Eh

Molecular formula: C18H85N3O34
Method: DFT, ωB97M-V with the def2-TZVPD basis set

```
140
Properties=species:S:1:pos:R:3:lowdin_charge:R:1
O 2.05 -1.68 5.76 -0.0486
O 9.23 -0.52 -1.66 -0.0428
H 4.36 5.85 1.39 0.0156
H -3.95 -2.47 2.66 0.0535
H -2.48 0.13 -3.99 0.1326
C 2.18 2.01 -2.18 -0.1816
O 2.89 -3.31 1.80 -0.0515
H -5.85 -7.39 0.15 0.0357
H -0.64 -4.79 4.54 0.0696
H -0.26 -0.99 0.46 0.1023
H -4.78 0.34 -2.43 0.1380
O 3.40 1.26 11.57 -0.0590
H -1.58 -0.06 -0.42 0.0488
H -0.47 -4.32 -1.71 0.1168
H 3.52 -1.55 -5.36 0.0411
H -7.17 0.03 1.01 0.0057
H -7.78 -2.66 1.69 0.0153
H 1.17 -0.98 -4.20 0.0914
H 6.18 7.89 2.07 0.0512
H -5.68 -0.79 -0.28 0.1211
H 3.85 0.54 12.02 0.0329
O 0.52 -2.79 3.14 -0.0897
H -9.91 -2.83 -4.69 0.0032
H 6.34 -0.09 -4.12 0.0045
O 3.06 -0.82 -5.80 -0.0650
O 6.51 -0.94 -4.55 -0.0729
O -10.58 -2.19 -4.97 -0.0717
C -0.43 0.39 -3.13 -0.1630
H -2.08 -4.00 -0.70 0.1000
H -0.80 -3.58 1.35 0.0609
C -3.58 -1.56 -2.23 -0.2864
H 6.96 -0.71 -5.37 0.0390
N -2.00 -4.12 -4.24 0.1577
O 2.79 -0.04 8.60 -0.0451
H 1.77 2.43 1.84 0.0153
H 12.05 1.61 0.14 0.0420
H -0.15 -2.76 3.83 0.0385
H -3.14 0.67 -1.67 0.0963
H 0.32 -4.78 0.40 0.0752
O -3.58 5.46 4.45 -0.0574
O 6.66 4.08 1.92 -0.0514
C -2.03 -3.10 -3.59 -0.1509
O -3.29 -2.62 1.97 -0.0566
O 1.00 -5.93 2.27 -0.0631
C 0.74 2.46 -1.81 -0.0133
H -1.14 2.50 1.59 0.0094
O -7.61 -0.21 1.84 -0.0503
H -6.28 4.37 -5.18 0.0295
H 1.54 -1.99 5.00 -0.0058
O -5.46 4.70 -4.78 -0.0710
H 8.82 1.85 -0.65 0.0142
H 8.94 -0.90 -2.50 0.0465
H -5.27 -6.33 -0.77 -0.0177
C 3.55 2.72 -1.73 -0.0840
H 6.79 6.52 2.30 0.0376
H 10.86 1.23 -0.74 0.0088
H 3.53 -3.18 2.50 0.0547
C -1.61 -0.56 -3.66 -0.1017
H -4.10 5.15 3.70 0.0425
N -5.05 -2.14 -4.59 0.1764
O -6.56 3.27 -2.32 -0.0442
H 1.60 -6.64 2.49 0.0493
H 2.78 -1.20 -6.64 0.0447
H 2.31 4.16 0.47 -0.0105
O -1.18 4.29 2.56 -0.0479
H 1.44 2.52 -6.06 0.0344
O -8.23 -4.07 -3.49 -0.0522
O 6.02 0.73 -2.14 -0.0768
H 3.37 0.38 -3.43 0.0951
H 3.43 3.81 -1.40 0.0725
O -5.01 -4.33 -1.09 0.0616
O 2.59 2.76 2.24 -0.0693
H -11.27 -2.73 -5.37 0.0333
H 1.14 0.01 3.87 0.0174
H 0.10 -1.89 -1.76 0.1466
H -3.81 -2.92 1.22 0.0205
H -7.35 -3.67 -3.50 0.0134
C -1.01 -2.06 -1.47 -0.2454
H -2.10 -1.55 0.52 0.0662
H 1.54 -5.13 2.30 -0.0043
C -4.46 -1.81 -3.59 -0.1315
C -3.98 -0.10 -1.71 -0.0723
H -0.53 1.86 0.34 0.0046
O 1.56 4.59 0.05 -0.1027
O -4.08 -2.53 -1.26 -0.0889
N -5.03 -3.35 -1.78 0.0274
H -1.23 -1.03 -4.65 0.1347
H 6.63 0.01 -1.92 0.0281
C -2.04 -1.75 -2.67 -0.2490
O 3.48 5.44 1.39 -0.0629
C -0.16 -3.73 0.42 -0.1234
H 1.71 5.53 0.23 0.0433
O 11.26 1.98 -0.28 -0.0560
C -4.73 -0.11 -0.25 -0.1705
H 3.13 5.63 2.26 0.0659
H -8.56 -3.86 -2.61 0.0409
O -0.06 -4.24 5.08 -0.0558
H -7.15 2.72 -2.85 0.0570
H -4.02 -0.44 0.59 0.1206
C 1.05 -0.04 -3.53 -0.0198
H -4.69 1.87 -0.53 0.0795
H 8.22 3.23 -0.88 0.0587
C -1.03 -3.62 -0.97 -0.1822
H 4.27 2.63 -2.64 0.0836
H -1.52 4.50 3.44 0.0324
H -5.52 4.41 -3.86 -0.0034
H 3.25 -0.77 9.05 0.0458
H -6.20 2.66 -1.66 0.0070
H 1.39 -1.54 6.45 0.0404
H 5.76 4.02 1.57 0.0280
H 1.05 -3.56 3.38 0.0122
H 4.04 2.09 -0.89 0.0933
H 2.50 -0.43 7.76 0.0085
H 2.18 2.56 -4.73 -0.0103
C -0.57 1.68 -2.28 -0.0287
H 6.57 1.53 -2.10 0.0157
H 6.73 3.32 2.52 0.0479
C -1.24 -1.14 -0.15 -0.0611
H -1.60 2.07 -1.98 0.0827
H 2.22 -2.63 1.95 0.0163
H 0.73 -2.99 0.34 0.0741
H 0.30 -4.84 5.74 0.0698
O -0.98 1.64 1.17 -0.0627
H -0.30 4.68 2.55 0.0451
H 2.53 2.49 3.16 0.0303
O -5.29 -7.28 -0.63 -0.0614
H 0.17 0.70 2.92 0.0274
O -5.27 1.26 -0.01 -0.1197
H -7.77 0.65 2.27 0.0492
C 2.33 0.73 -3.10 -0.0203
O 1.07 0.76 3.26 -0.0516
O 6.03 6.96 1.89 -0.0564
H 3.11 0.87 10.73 -0.0005
H 9.69 -1.25 -1.22 0.0512
H -4.23 5.62 5.14 0.0413
O 8.07 2.30 -1.06 -0.0492
H 0.62 3.39 -1.14 0.0707
O 2.25 2.85 -5.65 -0.0664
H -7.17 -3.28 0.44 0.0027
O -7.61 -3.51 1.27 -0.0575
```

Computed properties:
Charge = 0
Strongest force on any atom = 0.1350 Eh/bohr
Electronic energy = -3458.8413 Eh

Molecular formula: C18H8BeClF3INOSe2Te2
Method: DFT, ωB97M-V with the def2-TZVPD basis set

```
38
Properties=species:S:1:pos:R:3:lowdin_charge:R:1
H 12.47 13.20 4.90 0.0959
H 9.29 7.31 4.08 0.0784
H 16.16 16.49 5.74 0.1366
C 7.60 12.06 7.05 -0.1898
O 11.13 11.85 7.11 -0.1867
H 6.89 12.90 7.16 0.0876
Se 13.92 9.35 6.22 0.4238
Te 13.45 9.88 8.71 0.2076
C 15.58 14.35 5.66 -0.0862
C 14.81 11.99 5.83 -0.7213
F 14.55 18.28 4.59 0.1037
I 9.35 13.47 9.14 0.9002
H 16.58 13.93 5.99 0.0204
C 13.27 13.85 5.15 -0.0095
C 8.22 9.81 6.20 -0.1994
F 12.43 17.75 4.92 0.0902
H 7.27 8.09 5.35 0.0650
Te 15.86 11.71 9.04 0.0268
C 14.05 16.09 5.32 -0.1990
C 13.72 17.49 5.33 -0.4836
Se 16.64 11.66 6.48 0.3565
H 11.99 15.59 5.28 0.1272
C 14.52 13.41 5.56 -0.2441
C 15.36 15.70 5.56 -0.0244
C 9.88 11.45 7.09 -0.4219
C 9.56 10.32 6.32 -0.1417
F 13.86 18.01 6.68 0.0298
H 11.47 8.42 4.46 0.0646
Cl 5.67 10.56 5.92 0.6196
Be 12.10 10.93 6.23 -0.0336
C 10.60 8.80 4.96 -0.1753
C 8.21 8.63 5.38 -0.1111
C 8.83 12.25 7.63 -0.7552
C 13.78 11.14 5.77 -0.6801
N 10.73 9.89 5.71 0.0244
C 13.01 15.20 5.23 0.0008
C 7.26 10.77 6.50 -0.6790
C 9.36 8.15 4.76 -0.1171
```

Computed properties:
Charge = -2
Energy above the lowest of the compared OMol25 structures with the same formula, charge and spin = 0.0 kcal per mole
Strongest force on any atom = 0.0689 Eh/bohr
Electronic energy = -7231.9438 Eh

Molecular formula: C19H10Br2N4O4PtS3
Method: DFT, ωB97M-V with the def2-TZVPD basis set

```
43
Properties=species:S:1:pos:R:3:lowdin_charge:R:1
N -3.17 -1.84 5.32 0.1248
S -6.51 2.41 -2.87 0.4035
C 2.53 3.29 -2.95 -0.1850
H -0.56 2.76 -0.54 0.0677
C 1.68 2.20 -2.96 -0.5976
C 2.98 2.72 1.83 -0.0539
H 1.88 1.01 2.57 0.0930
S -1.84 -1.57 0.32 0.5531
C -3.03 -1.95 4.18 -0.2859
Pt -0.26 0.20 0.40 0.6325
C -3.94 1.48 -2.28 -0.0470
C -4.96 2.33 -1.92 -0.2697
O 0.37 0.63 -1.78 -0.1846
Br 0.95 1.61 -4.62 0.7507
N -4.46 -3.95 1.91 0.1334
C 1.26 1.54 -1.79 -0.4535
H 2.76 3.79 -3.88 0.0914
C 1.88 1.99 -0.57 -0.1614
H -4.09 0.78 -3.09 0.1102
S -0.94 -0.23 2.70 0.5343
N -1.31 2.51 0.11 0.0276
H 4.00 4.29 0.79 0.0690
H -1.93 0.85 -1.82 0.0696
C 3.32 3.45 0.72 -0.0312
O -6.26 3.58 -3.72 -0.3902
C -3.62 3.28 -0.19 -0.0405
C 2.77 3.09 -0.53 -0.2062
N 1.58 1.27 0.55 -0.0473
O -6.62 1.15 -3.60 -0.3827
O -7.55 2.63 -1.87 -0.3886
H -5.65 3.86 -0.65 0.1058
C -3.76 -3.12 2.27 -0.2696
Br 4.18 5.29 -1.77 0.6997
C -2.02 -1.39 2.04 -1.1473
C 3.05 3.73 -1.76 -0.6260
C -2.91 -2.13 2.80 -0.4091
C -4.81 3.22 -0.89 -0.0745
H -3.50 3.97 0.63 0.0961
C -2.74 1.52 -1.58 -0.0501
C -2.57 2.45 -0.55 -0.3195
H 3.40 2.96 2.80 0.1013
C 2.13 1.63 1.71 -0.1294
H -1.32 3.16 0.89 0.0869
```

Computed properties:
Charge = -2
Energy above the lowest of the compared OMol25 structures with the same formula, charge and spin = 30.1 kcal per mole
Strongest force on any atom = 0.0408 Eh/bohr
Electronic energy = -7712.0908 Eh